[1]
Here is the molecule C3H4N2O from the Open Molecules 2025 dataset. Energies are from the ωB97M-V functional and the def2-TZVPD basis.

## Properties
Energy relative to the best compared isomer or geometry (same formula, charge and spin)   2.977 eV
Lowest unoccupied orbital energy   0.1 eV
Total energy   -301.37782 Ha
Kohn-Sham gap   8.73 eV

Structure (ORCA input):
```
! wB97M-V def2-TZVPD RIJCOSX def2/J DEFGRID3
* xyz 0 1
O -1.63650 -1.70237 0.18161
C -0.71741 -0.91936 0.36765
N -0.43257 -0.14343 1.46629
N 0.39098 0.80465 0.97844
C 0.67053 0.81769 -0.30139
C 0.00938 -0.37623 -0.86255
H -1.02857 -0.47585 -1.26651
H 0.72497 1.48941 1.65409
H 1.39754 1.51173 -0.70958
H 0.62165 -1.00623 -1.50804
*
```

=====

[2]
Here is the molecule C3H4N2O from the Open Molecules 2025 dataset. Energies are from the ωB97M-V functional and the def2-TZVPD basis.

## Properties
SMILES   Oc1cnc[nH]1
Energy relative to the best compared isomer or geometry (same formula, charge and spin)   0.915 eV
Lowest unoccupied orbital energy   0.4 eV
Total energy   -301.45362 Ha
Kohn-Sham gap   8.72 eV

Structure (ORCA input):
```
! wB97M-V def2-TZVPD RIJCOSX def2/J DEFGRID3
* xyz 0 1
C 0.65950 0.11790 -0.00043
C -0.21836 1.17240 0.02271
C -1.37469 -0.65638 -0.01681
H 2.31593 -0.81468 0.07561
H -0.02766 2.21753 0.03468
H -2.13832 -1.39771 0.03822
H 0.21871 -1.98546 -0.02616
N -1.51217 0.65696 -0.01682
N -0.06225 -1.02680 0.02018
O 2.03170 0.09572 -0.02234
*
```

=====

[3]
Here is the molecule C3H4N2O2 from the Open Molecules 2025 dataset. Energies are from the ωB97M-V functional and the def2-TZVPD basis.

## Properties
SMILES   Nn1ccc(=O)o1
Energy relative to the best compared isomer or geometry (same formula, charge and spin)   6.152 eV
Lowest unoccupied orbital energy   0.2 eV
Total energy   -376.53773 Ha
Kohn-Sham gap   9.44 eV

Structure (ORCA input):
```
! wB97M-V def2-TZVPD RIJCOSX def2/J DEFGRID3
* xyz 0 1
C -0.62593 -0.04230 0.45978
C -0.06594 -1.16320 0.65542
C 0.63964 -1.50080 -0.48698
H 0.34431 1.89380 0.72901
H -0.40292 2.58788 -0.79835
H -1.43482 0.66922 0.89997
H -0.22663 -1.85084 1.53779
N 0.19638 1.75732 -0.33361
N -0.30410 0.47077 -0.61953
O 1.43540 -2.45532 -0.73213
O 0.44460 -0.36651 -1.31137
*
```

=====

[4]
Here is the molecule C3H4N2O2 from the Open Molecules 2025 dataset. Energies are from the ωB97M-V functional and the def2-TZVPD basis.

## Properties
SMILES   Cn1ncoc1=O
Energy relative to the best compared isomer or geometry (same formula, charge and spin)   2.673 eV
Lowest unoccupied orbital energy   0.9 eV
Total energy   -376.66557 Ha
Kohn-Sham gap   9.92 eV

Structure (ORCA input):
```
! wB97M-V def2-TZVPD RIJCOSX def2/J DEFGRID3
* xyz 0 1
C 1.23850 -1.49614 0.30070
C 1.07758 0.61439 -0.36158
C -1.53100 0.65581 0.02256
N -0.01820 -1.22589 0.47633
N -0.26355 -0.03147 -0.01570
O 1.31905 1.76024 -0.58941
O 1.93058 -0.41469 -0.23836
H 1.76170 -2.31070 0.46261
H -2.06531 0.52348 1.02545
H -1.23410 1.74061 -0.24469
H -2.21525 0.18436 -0.83790
*
```

=====

[5]
Here is the molecule C3H4N2O2 from the Open Molecules 2025 dataset. Energies are from the ωB97M-V functional and the def2-TZVPD basis.

## Properties
Energy relative to the best compared isomer or geometry (same formula, charge and spin)   4.093 eV
Lowest unoccupied orbital energy   0.4 eV
Total energy   -376.61338 Ha
Kohn-Sham gap   9.31 eV

Structure (ORCA input):
```
! wB97M-V def2-TZVPD RIJCOSX def2/J DEFGRID3
* xyz 0 1
C -0.07992 0.28393 -1.63402
N -0.11575 -0.07848 -0.22669
N -1.02642 0.45623 0.70069
C -0.44986 0.41711 1.90423
O 0.71102 0.03662 2.15480
C 0.73746 -0.97477 0.07104
O 1.54075 -1.79196 0.20034
H -0.90133 -0.13155 -2.21235
H -0.07131 1.38398 -1.73209
H 0.80159 -0.30999 -1.92964
H -1.14624 0.70887 2.70369
*
```

=====

[6]
Here is the molecule C3H4N2O2 from the Open Molecules 2025 dataset. Energies are from the ωB97M-V functional and the def2-TZVPD basis.

## Properties
SMILES   Cn1ncoc1=O
Energy relative to the best compared isomer or geometry (same formula, charge and spin)   2.010 eV
Lowest unoccupied orbital energy   0.9 eV
Total energy   -376.68994 Ha
Kohn-Sham gap   10.32 eV

Structure (ORCA input):
```
! wB97M-V def2-TZVPD RIJCOSX def2/J DEFGRID3
* xyz 0 1
C -1.56252 -0.27378 0.00548
N -0.15982 -0.09562 0.22901
N 0.66664 -1.14234 -0.07427
C 1.78130 -0.56043 -0.28014
O 1.81436 0.75803 0.02887
C 0.50674 1.08171 0.38742
O 0.11857 2.15389 0.76566
H -1.73346 -0.80461 -0.94068
H -1.94667 -0.85679 0.83669
H -2.00848 0.71862 -0.04378
H 2.53372 -0.96901 -0.92418
*
```

=====

[7]
Here is the molecule C3H4N2O2 from the Open Molecules 2025 dataset. Energies are from the ωB97M-V functional and the def2-TZVPD basis.

## Properties
SMILES   Cn1ncoc1=O
Energy relative to the best compared isomer or geometry (same formula, charge and spin)   1.682 eV
Lowest unoccupied orbital energy   0.9 eV
Total energy   -376.70197 Ha
Kohn-Sham gap   10.39 eV

Structure (ORCA input):
```
! wB97M-V def2-TZVPD RIJCOSX def2/J DEFGRID3
* xyz 0 1
C 1.04738 1.10704 0.49972
N 0.25748 -0.04400 0.12187
N 0.21930 -0.37768 -1.21308
C -0.83650 -1.08676 -1.31982
O -1.52640 -1.25521 -0.17117
C -0.80291 -0.57892 0.80770
O -1.09460 -0.55435 1.97198
H 2.11205 0.88749 0.39578
H 0.78536 1.93645 -0.16454
H 0.81740 1.37492 1.53147
H -1.20522 -1.54597 -2.22394
*
```

=====

[8]
Here is the molecule C3H4N2O2 from the Open Molecules 2025 dataset. Energies are from the ωB97M-V functional and the def2-TZVPD basis.

## Properties
SMILES   CN1C(=O)N1C=O
Energy relative to the best compared isomer or geometry (same formula, charge and spin)   4.048 eV
Lowest unoccupied orbital energy   0.7 eV
Total energy   -376.61503 Ha
Kohn-Sham gap   11.17 eV

Structure (ORCA input):
```
! wB97M-V def2-TZVPD RIJCOSX def2/J DEFGRID3
* xyz 0 1
C -1.67526 -0.40879 0.09245
N -0.32824 0.02758 0.40646
N 0.72060 0.00675 -0.69088
C 1.99221 -0.37279 -0.12118
O 2.24583 -0.36561 1.04992
C 0.18764 1.18538 0.02782
O 0.28612 2.35872 0.16833
H -1.88531 -0.38693 -0.98222
H -1.81194 -1.41446 0.48903
H -2.33771 0.28428 0.61772
H 2.72784 -0.61426 -0.90566
*
```